[1]
# C2H3N3OS

2 unconnected molecules or ions with the total composition C2H3N3OS in a non-equilibrium geometry (ωB97M-V with the def2-TZVPD basis set, the Open Molecules 2025 dataset).

Atoms and positions in Å:
C1 -0.471 1.379 -0.410
C2 1.211 -0.179 0.280
N1 -0.948 2.424 -0.560
N2 -0.125 0.131 -0.267
N3 -0.800 -0.874 -0.859
O1 -0.345 -1.958 -0.530
S1 -2.739 -0.231 0.928
H1 1.117 -1.212 0.475
H2 2.059 0.193 -0.267
H3 1.041 0.328 1.211

The HOMO energy (spin up / spin down) comes out at -10.00 / -9.99 eV. The relative energy (zero: lowest compared OMol25 entry of this formula, charge and spin) comes out at 617.5 kJ/mol. The LUMO energy (spin up / spin down) is -2.70 / -2.70 eV. As for the total energy: -19468.6862 eV.

These are the Löwdin partial charges, in e, on atoms 1 to 4:
1. C -0.3561
2. C 0.0250
3. N 0.1978
4. N -0.2278

[2]
# C2H3N3OS

A single C2H3N3OS molecule in a non-equilibrium geometry (ωB97M-V with the def2-TZVPD basis set, the Open Molecules 2025 dataset).

Atoms and positions in Å:
H1 -1.419 0.620 2.796
N1 -1.312 -0.382 2.282
C1 -0.947 -0.167 1.107
N2 -0.796 -1.271 0.306
C2 -0.440 -0.795 -0.893
N3 -0.127 0.530 -0.845
S1 1.718 0.406 -1.100
O1 -0.535 1.074 0.411
H2 0.021 -1.392 -1.699
H3 2.160 -0.687 -0.278

The HOMO energy comes out at -9.65 eV. The relative energy (zero: lowest compared OMol25 entry of this formula, charge and spin) comes out at 326.8 kJ/mol. The LUMO energy is -0.71 eV. As for the SMILES: [H]/N=c1/ncn(S)o1. As for the total energy: -19471.6996 eV.

These are the Löwdin partial charges, in e, on atoms 1 to 4:
1. H 0.1283
2. N 0.1439
3. C -0.5218
4. N 0.1270

[3]
# C2H3N3S2

A single C2H3N3S2 molecule in a non-equilibrium geometry (ωB97M-V with the def2-TZVPD basis set, the Open Molecules 2025 dataset).

Atoms and positions in Å:
N1 1.681 -2.675 -0.496
C1 1.098 -1.701 -0.400
C2 0.229 -0.573 -0.157
N2 -0.942 -0.630 -0.652
S1 -2.066 0.566 -0.500
N3 0.886 0.502 0.504
S2 0.591 2.120 0.220
H1 -3.166 -0.281 -0.575
H2 1.822 0.310 0.794
H3 -0.133 2.362 1.263

The HOMO energy comes out at -8.96 eV. The relative energy (zero: lowest compared OMol25 entry of this formula, charge and spin) comes out at 128.8 kJ/mol. The LUMO energy is 0.10 eV. As for the SMILES: N#C/C(=N/S)NS. As for the total energy: -28261.4345 eV.

These are the Löwdin partial charges, in e, on atoms 1 to 4:
1. N 0.1751
2. C -0.1599
3. C -0.5228
4. N -0.3578

[4]
# C2H3N3S2

A molecular structure, C2H3N3S2 in a non-equilibrium geometry (ωB97M-V with the def2-TZVPD basis set, the Open Molecules 2025 dataset).

Atoms and positions in Å:
C1 -0.036 1.172 0.206
C2 0.929 0.431 0.872
N1 -0.111 0.732 -1.188
N2 0.012 -0.565 -1.138
N3 0.090 -1.270 0.126
S1 -1.781 0.877 0.445
S2 -1.507 -1.287 0.370
H1 1.847 0.292 0.223
H2 1.007 0.556 2.037
H3 -0.450 -0.938 -1.953

The HOMO energy comes out at -8.81 eV. The relative energy (zero: lowest compared OMol25 entry of this formula, charge and spin) comes out at 509.2 kJ/mol. The LUMO energy is -0.42 eV. As for the total energy: -28257.4913 eV.

These are the Löwdin partial charges, in e, on atoms 1 to 4:
1. C -0.7258
2. C -0.0755
3. N -0.0194
4. N -0.2285

[5]
# C2H3N4

A gas-phase ion, C2H3N4 (charge +1) in a non-equilibrium geometry (ωB97M-V with the def2-TZVPD basis set, the Open Molecules 2025 dataset).

Atoms and positions in Å:
N1 -1.352 0.672 -0.060
C1 -0.197 0.174 -0.011
N2 1.272 1.112 0.061
N3 2.074 0.204 -0.115
C2 1.676 -1.039 0.118
N4 0.369 -1.054 0.044
H1 -1.555 1.659 0.214
H2 -2.141 0.116 -0.269
H3 -0.146 -1.843 0.019

The HOMO energy (spin up / spin down) comes out at -15.16 / -14.77 eV. The relative energy (zero: lowest compared OMol25 entry of this formula, charge and spin) comes out at 145.3 kJ/mol. The LUMO energy (spin up / spin down) is -7.47 / -7.40 eV. As for the SMILES: Nc1n[n+]#c[nH]1. As for the total energy: -8070.0816 eV. Its total charge is +1.

These are the Löwdin partial charges, in e, on atoms 1 to 4:
1. N 0.3005
2. C -0.1585
3. N 0.2315
4. N 0.0044

[6]
# C2H3N4

A molecular structure, C2H3N4 in a non-equilibrium geometry (ωB97M-V with the def2-TZVPD basis set, the Open Molecules 2025 dataset).

Atoms and positions in Å:
C1 0.440 1.110 0.902
C2 -0.132 -0.321 -0.269
N1 -0.494 0.979 1.682
N2 -1.171 -0.635 0.467
N3 -1.227 -0.131 1.594
N4 0.372 -0.735 -1.401
H1 1.135 1.866 0.614
H2 -0.302 -1.143 -2.058
H3 1.379 -0.991 -1.532

The HOMO energy (spin up / spin down) comes out at -15.93 / -15.93 eV. The relative energy (zero: lowest compared OMol25 entry of this formula, charge and spin) comes out at 147.8 kJ/mol. The LUMO energy (spin up / spin down) is -8.00 / -8.00 eV. As for the total energy: -8070.0557 eV. Its total charge is +1.

These are the Löwdin partial charges, in e, on atoms 1 to 4:
1. C 0.1452
2. C -0.1344
3. N 0.0655
4. N 0.0844

Among the records above, which one has the lowest relative energy (zero: lowest compared OMol25 entry of this formula, charge and spin)?
number 3

Look up the relative energy (zero: lowest compared OMol25 entry of this formula, charge and spin) of the fourth one.
509.2 kJ/mol